# C46H44N3O4SeTeW

A molecular structure, C46H44N3O4SeTeW at a distorted geometry (ωB97M-V/def2-TZVPD, OMol25).

DFT total energy, eV: -135538.7033
Largest force on an atom, eV Å⁻¹: 5.8
<S²>: 0.89
Charge: 0
Orbital gap (spin up / spin down), eV: 4.95 / 5.25
ΔE to the lowest compared entry with this formula, charge and spin, kcal/mol: 38.4
HOMO energy (spin up / spin down), eV: -6.558 / -6.717
2S+1: 2
LUMO energy (spin up / spin down), eV: -1.6 / -1.5

Cartesian coordinates (Å):
W -1.7780 0.4882 1.2095
O -4.8671 -3.3538 3.3966
C -3.6135 -3.8158 3.4981
C -3.4245 -5.0550 4.1049
C -2.1585 -5.5912 4.2310
C -1.0464 -4.9054 3.7480
C -1.2136 -3.6751 3.1525
C -2.4879 -3.1065 3.0301
C -2.6096 -1.8155 2.3856
O -1.5069 -1.1515 2.0498
N -3.7834 -1.3269 2.0596
N -3.6592 -0.1399 1.3685
C -4.6508 0.3515 0.6835
C -4.5027 1.5377 -0.1107
C -5.5737 1.8838 -0.9569
C -5.5531 3.0148 -1.7379
C -4.4496 3.8615 -1.7008
C -3.3724 3.5500 -0.8894
C -3.3787 2.4089 -0.1040
O -2.3030 2.1827 0.6790
H -4.8477 -2.5099 2.8969
H -4.2999 -5.5878 4.4518
H -2.0338 -6.5516 4.7141
H -0.0581 -5.3374 3.8299
H -0.3695 -3.1328 2.7458
H -5.5920 -0.1868 0.6751
H -6.4230 1.2113 -0.9854
H -6.3922 3.2423 -2.3813
H -4.4310 4.7683 -2.2899
H -2.5003 4.1887 -0.8371
C 5.7698 2.9389 -3.5731
C 4.5942 2.6594 -2.6764
C 3.2922 2.7024 -3.1573
C 2.2064 2.4480 -2.3304
C 0.8049 2.4740 -2.8855
C 2.4214 2.1308 -0.9802
Te 0.6636 1.7683 0.3199
N -0.3231 1.2272 2.2773
C -1.1540 1.8091 3.1093
O -2.3466 1.3070 3.1055
C -0.7220 2.8380 4.0771
C 0.4877 3.5077 3.8870
C 1.0102 4.2984 4.8948
C 0.3302 4.4272 6.0994
C -0.8957 3.8015 6.2726
C -1.4279 3.0162 5.2635
C 1.5785 -0.1820 0.6161
C 1.7756 -0.8124 -0.6163
C 2.3148 -2.0787 -0.7116
C 2.6464 -2.7611 0.4470
C 2.4783 -2.1397 1.6682
C 1.9752 -0.8375 1.7935
C 2.0065 -0.2866 3.1978
C 3.7259 2.1163 -0.4752
C 4.0320 1.8384 0.9785
C 4.7916 2.3685 -1.3336
H 5.4577 3.0623 -4.6092
H 6.4925 2.1232 -3.5231
H 6.2801 3.8512 -3.2584
H 3.1230 2.9332 -4.2046
H 0.7952 2.7795 -3.9315
H 0.1812 3.1735 -2.3215
H 0.3408 1.4861 -2.8124
H 1.0189 3.3969 2.9513
H 1.9608 4.7941 4.7469
H 0.7607 5.0046 6.9073
H -1.4321 3.9046 7.2071
H -2.3719 2.5024 5.3923
H 1.4672 -0.3060 -1.5243
H 2.4639 -2.5234 -1.6876
H 3.0575 -3.7623 0.4084
H 2.7744 -2.6533 2.5767
H 2.8541 -0.7153 3.7357
H 1.1016 -0.5742 3.7373
H 2.0902 0.7941 3.2261
H 3.1202 1.8146 1.5709
H 4.6862 2.6125 1.3827
H 4.5392 0.8781 1.0906
H 5.8044 2.3372 -0.9427
C 2.1187 -3.6831 -6.1882
C 1.1267 -3.1238 -5.1998
C 0.8531 -3.7887 -4.0091
C -0.0443 -3.2682 -3.0709
C -0.3561 -3.9891 -1.7869
C -0.6185 -2.0692 -3.4074
Se -1.5721 -0.3498 -0.9658
C -0.4191 -1.3568 -4.5622
C -1.1313 -0.0648 -4.8688
C 0.4831 -1.9202 -5.4700
H 2.5783 -4.5949 -5.8098
H 2.9070 -2.9555 -6.3878
H 1.6339 -3.9085 -7.1397
H 1.3381 -4.7374 -3.7989
H 0.4275 -4.7009 -1.5310
H -1.3010 -4.5277 -1.8876
H -0.4729 -3.2671 -0.9783
H -1.5563 0.3463 -3.9541
H -1.9507 -0.2410 -5.5689
H -0.4506 0.6590 -5.3167
H 0.6853 -1.3984 -6.4012

# C21H23BrCoNO6

A molecular structure, C21H23BrCoNO6 at a distorted geometry (ωB97M-V/def2-TZVPD, OMol25).

DFT total energy, eV: -143594.6833
Largest force on an atom, eV Å⁻¹: 2.7
Charge: 0
Orbital gap (spin up / spin down), eV: 6.30 / 5.95
HOMO energy (spin up / spin down), eV: -8.324 / -8.292
LUMO energy (spin up / spin down), eV: -2.0 / -2.3

Cartesian coordinates (Å):
Co 0.5782 -3.1398 1.9287
O -3.8064 0.4271 2.9930
C -2.8547 -0.5169 2.8306
C -3.0626 -1.6501 2.0407
C -2.0131 -2.5338 1.9142
N -0.8746 -2.2870 2.5390
C -0.6610 -1.2470 3.3340
C -1.6488 -0.3081 3.5098
C 0.7114 -1.3520 3.9493
O 1.0830 -0.5859 4.7998
O 1.3739 -2.3837 3.4623
C -1.9349 -3.8457 1.1709
O -2.9222 -4.3214 0.6605
O -0.7295 -4.3410 1.2081
H -4.6069 0.1779 2.5124
H -4.0048 -1.8517 1.5467
H -1.5062 0.5444 4.1575
C 3.1873 3.4774 -1.0464
C 1.7118 3.1066 -0.8390
C 0.9124 3.5933 -2.0476
C 1.1834 3.8115 0.4204
C 1.5746 1.6015 -0.6239
C 2.4577 0.9434 0.2439
C 2.3026 -0.3934 0.4969
Br 3.6020 -1.2174 1.5563
C 1.2290 -1.1505 -0.0760
O 1.0076 -2.3797 0.2807
C 0.4106 -0.5185 -1.0611
C 0.5989 0.8427 -1.2639
C -0.5773 -1.2277 -1.9953
C -0.8725 -2.6873 -1.6586
C -1.9191 -0.4735 -2.0065
C 0.0337 -1.1932 -3.4072
H 3.2625 4.5200 -1.3595
H 3.6482 2.8564 -1.8163
H 3.7690 3.3713 -0.1314
H 1.1077 4.6553 -2.2025
H -0.1627 3.4783 -1.9011
H 1.1919 3.0654 -2.9617
H 1.3509 4.8881 0.3460
H 1.6894 3.4514 1.3175
H 0.1127 3.6395 0.5438
H 3.2717 1.4708 0.7174
H -0.0368 1.3335 -1.9832
H -1.3604 -2.7939 -0.6966
H 0.0176 -3.3135 -1.6567
H -1.5620 -3.0713 -2.4127
H -2.3005 -0.3382 -0.9919
H -2.6509 -1.0591 -2.5649
H -1.8583 0.5065 -2.4798
H 0.9616 -1.7665 -3.4443
H 0.2517 -0.1760 -3.7360
H -0.6666 -1.6384 -4.1162

# C5H6N2O

A single C5H6N2O molecule at a distorted geometry (ωB97M-V/def2-TZVPD, OMol25).

DFT total energy, eV: -10306.6676
Largest force on an atom, eV Å⁻¹: 3.9
Charge: 0
Structure (SMILES): [H]/N=C/C/C=N\C=C=O
Orbital gap, eV: 9.06
ΔE to the lowest compared entry with this formula, charge and spin, kcal/mol: 67.7
HOMO energy, eV: -8.592
LUMO energy, eV: 0.5

Cartesian coordinates (Å):
C -0.0993 1.2306 -0.0852
C -2.1354 -0.6675 0.3328
C 0.4892 -0.1238 -0.5039
C -2.3238 0.6609 0.0739
C 1.8477 -0.4159 0.1460
N -1.2763 1.5714 0.0947
N 2.1361 -1.5799 0.5592
O -2.1909 -1.8207 0.4428
H 0.6505 2.0828 -0.1081
H -0.2524 -0.8794 -0.2326
H 0.8232 -0.0903 -1.5820
H -3.3356 1.0660 0.0436
H 2.4444 0.5899 0.1094
H 3.2226 -1.6242 0.7095

# C6H12O

2 unconnected molecules or ions with the total composition C6H12O (ωB97M-V/def2-TZVPD, OMol25).

DFT total energy, eV: -8462.8908
Largest force on an atom, eV Å⁻¹: 0.5
Charge: 0
Structure (SMILES): C=CCCC=O.C
Orbital gap, eV: 10.75
ΔE to the lowest compared entry with this formula, charge and spin, kcal/mol: 33.7
HOMO energy, eV: -9.767
LUMO energy, eV: 1.0

Cartesian coordinates (Å):
C 0.2583 2.2389 1.5136
O -1.9748 0.1484 1.2123
C -1.6786 -0.7378 0.4495
C -1.2851 -0.5326 -0.9943
C -0.0611 -1.3841 -1.3752
C 1.0467 -1.2303 -0.3622
C 1.9506 -0.2565 -0.3859
H -0.3045 2.0668 2.4338
H -0.3849 2.7543 0.7948
H 1.1458 2.8429 1.7174
H -1.6770 -1.7969 0.7937
H -2.1452 -0.8076 -1.6218
H -1.0873 0.5337 -1.1413
H 0.2837 -1.0830 -2.3704
H -0.3547 -2.4370 -1.4535
H 1.0455 -1.9339 0.4719
H 2.6854 -0.1450 0.4060
H 1.9757 0.4824 -1.1855
H 0.5616 1.2775 1.0972

# C27H23Cl2IN4O4Ru

A molecular structure, C27H23Cl2IN4O4Ru at a distorted geometry (ωB97M-V/def2-TZVPD, OMol25).

DFT total energy, eV: -78244.9091
Largest force on an atom, eV Å⁻¹: 1.3
<S²>: 8.76
Charge: +1
Orbital gap (spin up / spin down), eV: 7.87 / 6.19
ΔE to the lowest compared entry with this formula, charge and spin, kcal/mol: 13.9
HOMO energy (spin up / spin down), eV: -10.590 / -10.588
2S+1: 6
LUMO energy (spin up / spin down), eV: -2.7 / -4.4

Cartesian coordinates (Å):
Ru -0.3975 0.2466 -0.3242
C 1.5983 2.4194 -1.5841
N 0.4331 2.6209 -0.7091
C -0.6414 3.3444 -1.4004
C -1.9993 2.7748 -1.1031
C -3.0624 3.5574 -0.6997
C -4.3261 2.9854 -0.6198
C -4.4825 1.6658 -1.0020
C -3.3616 0.9384 -1.3676
N -2.1325 1.4647 -1.3764
C 0.8058 3.2506 0.5698
C 0.2764 2.5448 1.7950
C 0.0678 3.2279 2.9822
C -0.2514 2.5060 4.1224
C -0.3416 1.1250 4.0482
C -0.1487 0.5175 2.8212
N 0.1464 1.2201 1.7245
C 2.5762 1.4648 -0.9582
C 3.9458 1.6084 -1.1163
C 4.7881 0.6863 -0.5164
C 4.2344 -0.3341 0.2392
C 2.8563 -0.4053 0.3501
N 2.0494 0.4698 -0.2469
H 2.0985 3.3669 -1.8122
H 1.2465 1.9840 -2.5229
H -0.4909 3.2385 -2.4755
H -0.6234 4.4124 -1.1726
H -2.9083 4.6030 -0.4675
H -5.1729 3.5696 -0.2855
H -5.4496 1.1846 -0.9982
H -3.4429 -0.0965 -1.6638
H 0.4971 4.2974 0.5939
H 1.8950 3.2374 0.6598
H 0.1644 4.3052 3.0115
H -0.4222 3.0176 5.0603
H -0.5728 0.5299 4.9196
H -0.2289 -0.5538 2.6892
H 4.3480 2.4249 -1.7015
H 5.8609 0.7709 -0.6254
H 4.8542 -1.0659 0.7373
H 2.3800 -1.1832 0.9301
I 2.0974 -8.3014 -1.7490
C 1.5266 -6.3124 -1.3645
C 1.2067 -5.4777 -2.4255
C 0.8662 -4.1597 -2.1724
C 0.8372 -3.6865 -0.8648
C 1.1326 -4.5410 0.1917
C 1.4826 -5.8581 -0.0544
C 0.5251 -2.2562 -0.6001
O 0.5499 -1.4338 -1.5630
O 0.2750 -1.8690 0.5772
H 1.2283 -5.8502 -3.4403
H 0.6133 -3.4924 -2.9849
H 1.0790 -4.1664 1.2055
H 1.7161 -6.5212 0.7668
Cl -5.0589 -1.9389 0.1516
C -3.4903 -2.4008 0.8489
Cl -3.0292 -4.0327 0.3790
C -2.4661 -1.3752 0.3473
O -2.1676 -0.4297 1.1235
O -2.0067 -1.4819 -0.8046
H -3.5834 -2.3572 1.9269

# C4H3N

A single C4H3N molecule at a distorted geometry (ωB97M-V/def2-TZVPD, OMol25).

DFT total energy, eV: -5681.4102
Largest force on an atom, eV Å⁻¹: 3.2
Charge: 0
Structure (SMILES): C#CC=C=N
Orbital gap, eV: 8.40
ΔE to the lowest compared entry with this formula, charge and spin, kcal/mol: 71.4
HOMO energy, eV: -8.491
LUMO energy, eV: -0.1

Cartesian coordinates (Å):
C 0.6868 1.0599 -0.3746
C -1.1825 -0.5136 -0.7156
C -0.5078 0.4767 -0.9026
C 0.8925 0.1893 0.5901
N 0.6535 -0.9047 1.0429
H 1.2115 1.9266 -0.7023
H -2.0001 -1.1569 -0.8845
H 0.2461 -1.0774 1.9466

# C22H19BN5O2Zr

A molecular structure, C22H19BN5O2Zr at a distorted geometry (ωB97M-V/def2-TZVPD, OMol25).

DFT total energy, eV: -36600.4549
Largest force on an atom, eV Å⁻¹: 1.8
Charge: +3
Orbital gap, eV: 4.95
ΔE to the lowest compared entry with this formula, charge and spin, kcal/mol: 4.4
HOMO energy, eV: -16.415
LUMO energy, eV: -11.5

Cartesian coordinates (Å):
Zr -1.1794 -0.6842 0.2344
C -1.3939 -3.5341 -1.4441
N -1.5943 -3.1759 -0.0016
C -0.6889 -3.9129 0.9347
C 0.3701 -3.0107 1.4709
N 0.3205 -1.6645 1.3414
C 1.4251 -1.1413 2.0925
C 1.8670 0.1567 2.2985
C 3.0008 0.3052 3.0745
C 3.6698 -0.7993 3.6286
C 3.2316 -2.0930 3.4198
C 2.0973 -2.2196 2.6352
N 1.3890 -3.3666 2.2164
C -1.0048 -2.3609 -2.2846
N -0.8771 -1.0910 -1.8257
C -0.5773 -0.2769 -2.9702
C -0.3375 1.0829 -3.0984
C -0.0654 1.5405 -4.3748
C -0.0308 0.6797 -5.4837
C -0.2636 -0.6764 -5.3542
C -0.5330 -1.1134 -4.0690
N -0.8126 -2.4068 -3.5809
H -2.3202 -3.9597 -1.8331
H -0.6361 -4.3128 -1.5296
H -2.5408 -3.4558 0.2412
H -0.2469 -4.7797 0.4437
H -1.2848 -4.2960 1.7651
H 1.3668 1.0280 1.8942
H 3.3825 1.2990 3.2646
H 4.5493 -0.6336 4.2360
H 3.7430 -2.9464 3.8449
H 1.6162 -4.3218 2.4680
H -0.3625 1.7698 -2.2634
H 0.1256 2.5942 -4.5257
H 0.1820 1.0865 -6.4631
H -0.2373 -1.3467 -6.2031
H -0.8762 -3.2451 -4.1468
O -0.9287 2.2563 0.0996
B -1.5141 1.4118 1.0079
O -1.9221 2.0128 2.1559
C -1.5381 3.3422 1.9863
C -1.7102 4.3898 2.8679
C -1.2190 5.6100 2.4335
C -0.5877 5.7635 1.1853
C -0.4246 4.7024 0.3108
C -0.9269 3.4973 0.7599
H -2.2011 4.2635 3.8225
H -1.3285 6.4766 3.0715
H -0.2242 6.7412 0.8991
H 0.0522 4.8154 -0.6527

# C11H8FNO

A single C11H8FNO molecule at a distorted geometry (ωB97M-V/def2-TZVPD, OMol25).

DFT total energy, eV: -17785.8500
Largest force on an atom, eV Å⁻¹: 6.0
Charge: 0
Structure (SMILES): O=C=C1C=CC=C[C@@H]1N=C=C1C[C@H]1F
Orbital gap (spin up / spin down), eV: 7.84 / 7.84
ΔE to the lowest compared entry with this formula, charge and spin, kcal/mol: 122.1
HOMO energy (spin up / spin down), eV: -7.496 / -7.495
LUMO energy (spin up / spin down), eV: 0.3 / 0.3

Cartesian coordinates (Å):
C -1.5752 0.2189 0.4490
C 2.3906 -1.0151 1.7705
C 1.1588 -0.5012 2.1268
C 3.0619 -0.3727 0.6709
C 0.4823 0.6471 1.5038
C 2.3353 0.3964 -0.2596
C 1.0500 0.9121 0.0784
C 0.4009 1.6696 -0.7936
C -3.2627 0.1378 -1.7224
C -2.3555 -1.0327 -1.7143
C -2.1601 0.0024 -0.6644
N -0.8792 0.2898 1.4296
O -0.0590 2.4066 -1.5663
F -1.3523 -1.2036 -2.6220
H 2.8473 -1.8038 2.2228
H 0.5257 -1.0923 2.8431
H 4.0480 -0.6940 0.3681
H 0.6177 1.6079 2.1104
H 2.8366 0.5449 -1.1054
H -3.1610 1.0117 -2.3913
H -4.2508 0.0048 -1.3155
H -2.6994 -2.1344 -1.4185

Among the records above, which one has the lowest largest force on an atom? C6H12O

The lowest largest force on an atom belongs to which entry? C6H12O

Among the records above, which one has the highest DFT total energy? C4H3N

What is the DFT total energy in the eighth record? -17785.8500 eV